Entry 1:
Here is a structure of composition C24H69N5O8 from the OMol25 dataset. Energies are from ωB97M-V/def2-TZVPD.

- DFT total energy: -1830.6678 Eh
- Molar mass: 555.84 g/mol

```
! wB97M-V def2-TZVPD RIJCOSX def2/J DEFGRID3
* xyz 0 1
O 0.004 1.072 2.214
H -0.713 1.285 2.811
H 0.692 1.701 2.431
C -0.775 -1.730 5.154
C -0.984 -0.635 4.184
C -2.229 -0.924 3.296
O -1.879 -1.958 2.254
C -3.017 -2.331 1.497
N -1.366 0.505 5.076
H 0.234 -1.649 5.558
H -0.971 -2.688 4.672
H -1.427 -1.680 6.026
H -0.069 -0.429 3.629
H -2.458 0.006 2.776
H -3.039 -1.228 3.960
H -3.712 -2.908 2.107
H -2.818 -2.926 0.606
H -3.541 -1.428 1.182
H -1.040 0.317 6.013
H -2.364 0.664 5.079
C 1.620 2.454 -1.180
C 1.985 2.624 0.330
C 3.491 2.885 0.746
O 3.546 3.011 2.148
C 4.860 3.163 2.671
N 1.022 3.698 0.858
H 1.731 3.284 -1.878
H 0.587 2.112 -1.236
H 2.219 1.624 -1.554
H 1.616 1.798 0.938
H 3.764 3.849 0.317
H 4.187 2.158 0.327
H 4.767 3.147 3.757
H 5.194 4.196 2.567
H 5.564 2.438 2.264
H 1.426 4.581 0.582
H 1.026 3.650 1.867
C 0.592 -2.870 1.666
C 0.685 -1.400 2.060
C 1.943 -0.657 1.637
O 3.054 -1.188 2.287
C 4.323 -0.564 1.852
N -0.448 -0.687 1.363
H 1.138 -3.523 2.346
H 1.123 -2.929 0.716
H -0.429 -3.221 1.514
H 0.569 -1.154 3.115
H 1.769 0.403 1.819
H 2.029 -0.716 0.552
H 4.331 -0.419 0.772
H 5.182 -1.079 2.282
H 4.402 0.419 2.315
H -0.500 0.261 1.708
H -1.245 -1.273 1.567
C 2.538 -0.058 -1.246
C 2.464 -1.602 -1.081
C 1.006 -2.129 -1.402
O 0.957 -3.502 -1.154
C -0.383 -3.995 -1.101
N 3.449 -2.301 -1.876
H 3.522 0.189 -0.848
H 1.751 0.487 -0.725
H 2.462 0.080 -2.324
H 2.611 -1.877 -0.036
H 0.854 -1.969 -2.470
H 0.264 -1.490 -0.922
H -1.057 -3.619 -0.332
H -0.571 -5.066 -1.042
H -0.925 -3.618 -1.968
H 3.449 -3.260 -1.561
H 3.129 -2.391 -2.830
C 1.198 1.351 -3.935
C 0.162 0.389 -4.335
C -1.255 0.709 -3.736
O -1.607 2.064 -3.938
C -2.982 2.240 -3.732
N 0.035 0.461 -5.768
H 1.046 2.276 -4.492
H 2.231 1.063 -4.133
H 1.162 1.640 -2.885
H 0.590 -0.574 -4.057
H -1.277 0.538 -2.660
H -1.923 0.006 -4.235
H -3.353 1.872 -2.776
H -3.663 1.912 -4.518
H -3.081 3.322 -3.645
H -0.677 -0.196 -6.052
H -0.427 1.320 -6.028
C -4.501 0.382 -1.108
C -4.917 -0.589 -2.231
O -6.169 -0.128 -2.861
H -4.353 1.409 -1.442
H -3.473 0.081 -0.908
H -5.153 0.443 -0.237
H -4.878 -1.657 -2.015
H -4.298 -0.479 -3.122
H -5.982 0.686 -3.335
C -1.763 -0.619 -0.218
C -1.603 0.863 -0.660
O -0.534 1.484 -0.105
H -1.974 -0.660 0.851
H -0.860 -1.216 -0.340
H -2.543 -1.020 -0.865
H -2.531 1.313 -0.306
H -1.365 0.935 -1.721
H -0.457 1.390 0.848
*
```

---

Entry 2:
Here is a cluster of 2 separate species, C3H8N2OP2 in total from the OMol25 dataset. Energies are from ωB97M-V/def2-TZVPD.

- DFT total energy: -986.4970 Eh
- Molar mass: 150.06 g/mol

```
! wB97M-V def2-TZVPD RIJCOSX def2/J DEFGRID3
* xyz 0 1
H -0.493 -2.495 -0.773
N -1.526 -2.372 -0.828
P -2.276 -1.128 -0.228
O -1.324 -0.142 0.646
C 0.080 -0.119 0.790
C 0.815 0.328 -0.457
C 2.305 0.489 -0.403
H 0.617 -0.949 1.306
H 0.265 0.598 1.626
H 0.473 -0.420 -1.269
H 0.396 1.252 -0.635
H 2.675 0.974 -1.177
H 2.610 1.108 0.522
H 2.798 -0.466 -0.228
N -3.751 1.574 -0.169
P -3.665 1.766 1.275
*
```

---

Entry 3:
Here is a structure of composition C33H97N17O12 from the OMol25 dataset. Energies are from ωB97M-V/def2-TZVPD.

- DFT total energy: -3147.8869 Eh
- Molar mass: 924.25 g/mol

```
! wB97M-V def2-TZVPD RIJCOSX def2/J DEFGRID3
* xyz 0 1
C -1.693 2.565 0.249
O -2.152 1.975 -0.704
N -2.022 2.461 1.546
N -0.720 3.467 0.146
H -1.467 3.120 2.072
H -2.650 1.728 1.844
H -0.236 3.801 0.967
H -0.581 3.810 -0.794
C 0.303 3.879 -1.892
O 0.106 5.086 -1.875
N 1.334 3.426 -1.237
N -0.247 2.920 -2.602
H 1.765 4.121 -0.643
H 1.474 2.428 -1.178
H -0.035 1.976 -2.312
H -1.015 3.186 -3.201
C -0.799 0.954 -4.942
O 0.145 0.895 -4.134
N -1.983 0.913 -4.567
N -0.710 1.135 -6.253
H -2.640 0.536 -5.235
H -2.186 0.712 -3.598
H 0.231 1.048 -6.610
H -1.443 1.325 -6.922
C -2.946 0.532 -2.442
O -3.379 -0.283 -3.266
N -3.327 1.769 -2.402
N -2.056 0.210 -1.533
H -3.143 2.221 -1.518
H -4.127 2.000 -2.973
H -2.045 0.785 -0.702
H -1.816 -0.767 -1.449
C 2.124 1.001 -6.376
O 1.433 0.085 -6.759
N 2.531 2.002 -7.094
N 1.986 1.320 -5.086
H 2.326 2.059 -8.081
H 2.918 2.706 -6.482
H 2.332 2.264 -4.990
H 1.383 0.833 -4.439
C 1.834 0.861 2.859
C 0.904 2.012 3.191
C -0.310 1.637 4.012
O -1.142 2.823 4.087
C -2.420 2.358 4.502
N 1.628 3.046 3.882
H 2.583 0.564 3.592
H 2.375 1.058 1.933
H 1.274 -0.039 2.605
H 0.581 2.314 2.194
H -0.013 1.399 5.034
H -0.821 0.753 3.630
H -2.992 3.176 4.939
H -2.411 1.514 5.193
H -2.971 2.068 3.608
H 1.786 2.801 4.849
H 2.563 3.049 3.499
C 4.519 -1.379 -0.598
C 4.512 -1.651 -2.110
C 3.764 -0.532 -2.863
O 4.340 0.720 -2.731
C 3.473 1.744 -3.054
N 5.857 -1.893 -2.583
H 5.018 -0.449 -0.325
H 4.994 -2.277 -0.204
H 3.540 -1.248 -0.136
H 3.976 -2.589 -2.253
H 2.754 -0.574 -2.454
H 3.576 -0.738 -3.917
H 3.161 1.620 -4.091
H 4.134 2.608 -2.989
H 2.553 1.715 -2.471
H 6.229 -0.965 -2.438
H 6.343 -2.423 -1.874
C 0.093 -1.137 -1.622
C 0.243 0.352 -1.260
C 1.012 0.359 0.184
O 0.415 -0.321 1.271
C -0.884 0.045 1.612
N 1.005 1.133 -2.233
H 0.960 -1.662 -1.220
H 0.098 -1.242 -2.707
H -0.792 -1.550 -1.138
H -0.603 0.965 -0.949
H 1.366 1.295 0.618
H 1.884 -0.287 0.080
H -0.766 1.020 2.085
H -1.073 -0.697 2.388
H -1.635 -0.012 0.824
H 0.796 0.886 -3.190
H 1.952 0.834 -2.049
C -6.199 2.697 -0.861
C -5.178 2.647 0.326
C -4.685 1.223 0.784
O -4.058 1.223 2.024
C -3.722 -0.063 2.524
N -4.104 3.589 -0.039
H -5.828 2.184 -1.748
H -6.398 3.705 -1.224
H -7.142 2.247 -0.551
H -5.754 3.153 1.102
H -3.884 1.064 0.062
H -5.422 0.421 0.787
H -3.259 -0.048 3.510
H -3.041 -0.517 1.803
H -4.633 -0.641 2.677
H -3.945 3.605 -1.036
H -3.215 3.370 0.387
C 1.046 -2.246 1.610
C 2.158 -2.684 2.609
C 2.761 -1.336 3.160
O 3.327 -0.514 2.227
C 4.614 -0.747 1.750
N 1.614 -3.553 3.666
H 1.474 -1.802 0.711
H 0.286 -1.613 2.068
H 0.383 -3.076 1.366
H 2.982 -3.260 2.188
H 3.457 -1.627 3.946
H 1.956 -0.809 3.673
H 5.100 0.067 1.213
H 4.669 -1.645 1.135
H 5.292 -0.854 2.596
H 0.882 -3.208 4.270
H 1.422 -4.499 3.370
C 0.553 -3.921 -1.020
C 1.847 -4.411 -1.706
C 1.563 -5.365 -2.853
O 0.923 -4.785 -3.958
C 1.032 -5.747 -4.994
N 2.594 -3.283 -2.153
H -0.132 -3.307 -1.604
H 0.907 -3.194 -0.289
H -0.001 -4.714 -0.517
H 2.456 -4.994 -1.015
H 1.113 -6.283 -2.476
H 2.561 -5.589 -3.229
H 2.023 -5.791 -5.447
H 0.414 -5.369 -5.809
H 0.718 -6.731 -4.646
H 3.361 -3.514 -2.768
H 2.128 -2.715 -2.846
C -4.078 -0.174 5.355
C -3.154 -1.007 6.111
C -1.687 -0.640 5.866
O -1.286 -0.514 4.474
C -1.208 -1.710 3.742
N -3.422 -0.930 7.446
H -3.784 -0.159 4.305
H -4.045 0.884 5.613
H -5.064 -0.557 5.617
H -3.260 -2.040 5.778
H -1.122 -1.457 6.314
H -1.554 0.307 6.391
H -0.793 -2.469 4.405
H -0.529 -1.606 2.896
H -2.225 -1.871 3.385
H -3.221 -1.812 7.895
H -2.825 -0.257 7.905
*
```

---

Entry 4:
Here is a structure of composition C38H26N3NaP from the OMol25 dataset. Energies are from ωB97M-V/def2-TZVPD.

- DFT total energy: -2131.6546 Eh
- Molar mass: 578.61 g/mol

```
! wB97M-V def2-TZVPD RIJCOSX def2/J DEFGRID3
* xyz -1 1
Na 1.018 -0.928 -0.390
C -6.233 -2.668 -0.832
C -5.301 -3.667 -0.606
C -3.945 -3.403 -0.757
C -3.499 -2.146 -1.147
C -4.451 -1.148 -1.372
C -5.803 -1.402 -1.214
P -1.696 -1.875 -1.355
C -1.614 -0.097 -0.889
C -1.045 0.886 -1.693
C -0.888 2.184 -1.219
C -1.298 2.517 0.061
C -1.870 1.545 0.872
C -2.022 0.252 0.402
C -1.534 -1.846 -3.183
C -2.592 -1.969 -4.045
C -2.372 -1.984 -5.442
C -1.106 -1.869 -5.940
C 0.010 -1.747 -5.075
C 1.326 -1.598 -5.581
C 2.374 -1.479 -4.710
C 2.132 -1.528 -3.315
C 0.887 -1.630 -2.729
C -0.189 -1.750 -3.669
H -7.290 -2.870 -0.707
H -5.625 -4.656 -0.303
H -3.225 -4.191 -0.565
H -4.123 -0.160 -1.671
H -6.524 -0.613 -1.392
H -0.699 0.634 -2.687
H -0.423 2.924 -1.858
H -1.159 3.525 0.433
H -2.178 1.783 1.883
H -2.439 -0.504 1.059
H -3.604 -2.060 -3.673
H -3.216 -2.080 -6.115
H -0.945 -1.869 -7.014
H 1.476 -1.571 -6.656
H 3.383 -1.353 -5.091
H 3.018 -1.437 -2.683
N 4.169 4.856 7.716
C 3.857 4.192 6.831
C 3.467 3.360 5.722
C 3.959 2.062 5.624
C 3.573 1.266 4.558
C 2.710 1.759 3.587
C 2.228 3.061 3.692
C 2.596 3.863 4.757
C 2.284 0.910 2.427
C 2.932 1.212 1.232
C 4.017 2.139 1.096
C 4.366 2.146 -0.228
C 3.445 1.266 -0.868
N 2.609 0.703 -0.023
C 1.298 -0.033 2.746
C 0.639 -0.133 4.010
C -0.241 -1.185 3.915
C -0.088 -1.685 2.596
N 0.811 -1.017 1.897
H 4.635 1.683 6.378
H 3.939 0.251 4.473
H 1.562 3.435 2.926
H 2.219 4.873 4.844
H 4.482 2.693 1.897
H 5.154 2.708 -0.704
H 3.384 1.042 -1.925
H 0.799 0.498 4.870
H -0.909 -1.558 4.675
H -0.617 -2.518 2.149
*
```

---

Entry 5:
Here is a cluster of 2 separate species, C3H4N2S2 in total from the OMol25 dataset. Energies are from ωB97M-V/def2-TZVPD.

- DFT total energy: -1022.4573 Eh
- Molar mass: 132.21 g/mol

```
! wB97M-V def2-TZVPD RIJCOSX def2/J DEFGRID3
* xyz 0 1
C 1.398 -0.916 -0.218
C -0.059 1.639 -0.020
C -0.956 -1.335 -0.179
N 2.504 -0.969 -0.568
N 0.250 -0.773 0.325
S -0.889 1.893 -1.309
S 0.776 1.777 1.374
H -0.922 -1.596 -1.242
H -1.185 -2.237 0.401
H -1.776 -0.627 -0.013
H 0.859 3.143 1.450
*
```

---

Entry 6:
Here is a structure of composition C4H10N3 from the OMol25 dataset. Energies are from ωB97M-V/def2-TZVPD.

- DFT total energy: -322.4198 Eh
- Molar mass: 100.14 g/mol

```
! wB97M-V def2-TZVPD RIJCOSX def2/J DEFGRID3
* xyz 1 1
C 0.107 -1.393 -0.190
C 0.802 -0.272 -0.005
C -1.742 -0.082 0.399
C 2.249 -0.049 -0.260
N -1.240 -1.353 0.219
N -2.275 0.529 -0.660
N 0.007 0.799 0.548
H 0.493 -2.326 -0.553
H -2.214 0.151 1.352
H 2.401 0.698 -1.039
H 2.726 -0.973 -0.572
H 2.739 0.306 0.647
H -1.471 -2.031 0.936
H -2.815 1.374 -0.563
H -2.020 0.234 -1.590
H 0.355 1.114 1.453
H -0.061 1.605 -0.073
*
```

---

no.,orbital gap (eV),E_HOMO (Ha)
1,7.147,-0.2505
2,9.959,-0.3730
3,8.208,-0.2920
4,6.436,-0.1591
5,6.327,-0.2942
6,10.259,-0.4862